1.
ORCA calculation (ωB97M-V with the def2-TZVPD basis set) on the molecule H2N3PS in a non-equilibrium geometry.

Values from the calculation:
Kohn-Sham gap (spin up / spin down), eV: 7.02 / 7.02
Relative energy (zero: lowest compared OMol25 entry of this formula, charge and spin), kcal per mole: 60.10
Highest occupied orbital energy (spin up / spin down), eV: -8.847 / -8.846
Structure (SMILES): S=Pn1[nH][nH]1

Positions of all 7 atoms, in Å:
S  -1.14  -2.76  2.60
P  -1.45  -0.50  2.35
N  -0.58  -0.13  0.93
N  -1.20  0.79  -0.04
N  -0.70  -0.51  -0.38
H  0.11  -0.58  -0.99
H  -0.48  1.51  0.10

---

2.
ORCA calculation (ωB97M-V with the def2-TZVPD basis set) on a structure of composition C39H36N10O4Tl in a non-equilibrium geometry.

Values from the calculation:
Net charge: +1
Kohn-Sham gap, eV: 3.05
Relative energy (zero: lowest compared OMol25 entry of this formula, charge and spin), kcal per mole: 0.00
Highest occupied orbital energy, eV: -9.235

Positions of all 90 atoms, in Å:
Tl  0.99  2.01  -0.04
O  0.73  -6.31  4.01
O  0.42  2.80  2.13
O  2.45  -0.20  -1.45
O  1.02  2.73  4.33
N  2.63  4.31  -1.04
N  1.06  -0.89  4.07
N  1.75  4.44  -3.28
N  1.33  3.24  -3.08
N  2.63  2.28  2.73
N  -0.08  -0.81  -0.25
N  0.54  -5.14  -1.73
N  2.66  1.16  1.85
N  -2.91  2.31  -0.26
N  -0.55  -5.50  -1.05
C  -2.17  -1.89  -0.61
C  -0.13  -2.83  -1.48
C  -3.65  2.06  -1.32
C  -0.11  2.76  -6.46
C  1.10  -6.52  0.45
C  1.83  -1.26  -1.72
C  -0.23  -6.56  5.08
C  0.33  -6.48  2.72
C  -1.52  -2.91  -1.28
C  1.84  -3.48  -2.88
C  0.71  -3.90  -2.14
C  0.62  2.74  -4.18
C  1.04  -2.99  5.18
C  -1.40  -0.86  -0.08
C  0.01  -1.11  6.21
C  -3.07  3.51  0.31
C  -1.03  -6.50  2.32
C  1.24  2.66  3.10
C  0.30  -2.45  6.23
C  -5.38  5.28  -2.09
C  -0.92  1.03  -4.95
C  3.07  5.04  -0.03
C  0.66  3.36  -5.45
C  -4.66  4.23  -1.34
C  2.45  4.94  -2.24
C  -0.82  1.58  -6.24
C  1.40  -6.56  1.79
C  3.53  6.97  -1.41
C  -4.55  2.95  -1.88
C  0.50  -1.65  -1.10
C  0.49  -0.34  5.12
C  -3.96  4.49  -0.14
C  3.54  6.33  -0.11
C  -0.12  1.56  -3.92
C  -1.33  -6.45  0.98
C  -0.26  -6.25  0.07
C  3.04  6.25  -2.47
C  1.36  -2.19  4.09
C  2.40  -2.23  -2.65
H  0.21  -6.29  6.03
H  -1.85  -0.09  0.52
H  3.83  8.03  -1.52
H  -1.57  0.17  -4.76
H  -1.35  1.11  -7.07
H  3.94  6.82  0.78
H  -2.40  -6.34  0.74
H  2.97  6.72  -3.46
H  0.06  -3.03  7.13
H  1.85  -6.61  -0.35
H  -2.12  -3.71  -1.63
H  1.29  -4.06  5.23
H  -0.02  1.08  -2.95
H  -0.43  -7.63  5.12
H  -4.06  5.44  0.37
H  -2.40  3.66  1.18
H  -5.17  6.28  -1.72
H  -6.45  5.09  -2.07
H  3.13  1.99  3.59
H  2.44  -6.61  2.23
H  -0.63  -0.65  7.01
H  0.37  0.76  5.07
H  -0.06  3.18  -7.48
H  1.84  -2.60  3.22
H  -3.28  -1.93  -0.55
H  3.33  -1.97  -3.18
H  3.63  0.94  1.62
H  -5.14  2.65  -2.78
H  -5.14  5.23  -3.16
H  2.19  0.39  2.36
H  3.11  4.49  0.96
H  1.22  4.28  -5.52
H  2.21  -4.18  -3.64
H  -1.86  -6.48  3.07
H  -3.42  1.06  -1.76
H  -1.13  -5.97  4.93

---

3.
ORCA calculation (ωB97M-V with the def2-TZVPD basis set) on a structure of composition C39H63N3O12 in a non-equilibrium geometry.

Values from the calculation:
Kohn-Sham gap, eV: 6.24
Highest occupied orbital energy, eV: -7.158

Positions of all 117 atoms, in Å:
O  -3.41  0.78  -2.44
O  -4.70  2.07  -0.09
O  1.37  -3.72  -2.59
O  1.56  0.59  -4.37
O  0.76  -4.52  0.07
O  -1.83  2.88  -0.26
O  -0.51  0.98  -4.85
O  4.57  -3.76  -4.27
O  -0.75  -0.63  -1.72
O  -0.58  0.32  0.26
O  0.08  5.14  0.89
O  -1.01  -3.76  -0.90
N  -0.51  -0.64  -0.53
N  0.39  0.29  -4.45
N  -0.33  -4.66  -0.39
C  3.29  1.72  2.42
C  -1.39  5.08  1.02
C  1.81  0.70  -0.53
C  -2.99  0.75  -1.05
C  0.85  5.85  1.84
C  -1.74  -1.91  4.01
C  -0.11  -1.89  0.13
C  3.45  -0.22  -2.53
C  2.80  0.98  -2.67
C  -5.21  3.17  0.52
C  -1.07  1.64  2.94
C  -1.30  -2.74  5.05
C  0.04  -1.04  -3.84
C  -2.66  -0.23  -3.24
C  0.98  -2.58  -1.89
C  -1.47  2.59  3.84
C  2.21  -0.46  2.35
C  1.06  0.11  1.88
C  2.75  -4.04  -2.71
C  3.30  -1.01  -1.41
C  0.53  -3.56  3.65
C  -2.79  3.08  3.76
C  -0.79  -6.01  -0.40
C  5.64  -3.00  -3.66
C  -1.94  4.32  -0.13
C  2.02  2.29  1.94
C  3.30  0.35  2.51
C  -3.37  2.15  -0.36
C  0.00  -2.88  2.60
C  -1.09  -2.04  2.79
C  2.03  1.53  -1.64
C  -0.11  -3.46  4.90
C  0.93  1.46  1.73
C  2.46  -0.53  -0.42
C  3.36  -3.17  -3.87
C  -2.03  1.16  1.96
C  -3.72  2.52  2.93
C  -3.38  1.49  2.04
C  -0.54  2.48  -0.61
H  1.61  2.52  -1.74
H  -3.04  -1.23  -3.04
H  -3.01  4.52  -0.15
H  2.84  -5.09  -2.99
H  -0.03  1.36  2.87
H  0.15  -2.61  -0.66
H  -1.61  0.00  -3.06
H  4.17  2.34  2.58
H  1.29  -1.67  -2.39
H  -1.86  -5.98  -0.58
H  -2.61  -1.26  4.04
H  0.71  -1.59  0.78
H  -2.81  0.01  -4.30
H  0.97  0.95  0.10
H  -0.62  -6.40  0.60
H  -1.71  0.37  1.30
H  4.04  -0.67  -3.31
H  1.38  -4.22  3.52
H  0.31  -4.03  5.71
H  2.94  1.48  -3.62
H  5.72  -1.99  -4.06
H  0.78  -1.83  -3.98
H  6.60  -3.52  -3.63
H  -0.10  -2.68  -1.78
H  -1.83  -2.69  5.99
H  2.73  -3.29  -4.75
H  0.71  6.90  1.61
H  -1.41  -1.45  1.94
H  3.35  -4.02  -1.80
H  -2.95  3.83  4.52
H  -1.72  4.92  -1.01
H  1.43  -2.60  -0.90
H  0.32  -3.11  1.59
H  1.88  3.36  1.90
H  2.42  -1.19  0.44
H  0.17  2.74  0.18
H  -1.93  0.75  -0.82
H  -0.89  -1.37  -4.30
H  3.76  -1.98  -1.35
H  -4.71  2.95  2.95
H  0.16  -0.47  1.71
H  0.55  5.65  2.87
H  -0.79  3.04  4.55
H  -0.96  -2.26  0.69
H  -3.44  -0.06  -0.48
H  -4.81  4.02  -0.03
H  0.03  1.89  1.31
H  2.30  -1.48  2.70
H  -4.88  3.37  1.54
H  -2.77  2.39  0.52
H  3.33  -2.10  -3.66
H  -1.62  4.67  2.00
H  -6.29  3.21  0.56
H  -0.21  -6.48  -1.20
H  4.21  0.01  2.97
H  -1.80  6.09  1.04
H  -0.56  1.40  -0.75
H  1.91  5.61  1.74
H  -0.24  2.92  -1.56
H  5.45  -2.90  -2.59
H  -4.04  0.97  1.36
H  -0.05  -0.93  -2.76
H  -3.13  2.90  -1.11

---

4.
ORCA calculation (ωB97M-V with the def2-TZVPD basis set) on the molecule C5H6Cl2 in a non-equilibrium geometry.

Values from the calculation:
Kohn-Sham gap, eV: 9.13
Relative energy (zero: lowest compared OMol25 entry of this formula, charge and spin), kcal per mole: 68.53
Highest occupied orbital energy, eV: -8.902
Structure (SMILES): C/C(Cl)=C\C=C\Cl

Positions of all 13 atoms, in Å:
Cl  -3.16  -0.34  -0.08
Cl  3.44  -0.03  0.03
C  1.74  0.16  -0.36
C  -0.63  -0.85  0.02
C  -1.08  1.67  0.17
C  0.80  -0.68  0.22
C  -1.45  0.23  0.07
H  -1.44  2.04  1.37
H  -1.07  -1.88  -0.19
H  1.27  -1.25  1.13
H  0.22  1.53  -0.11
H  1.80  0.59  -1.45
H  -1.86  2.21  -0.72

---

5.
ORCA calculation (ωB97M-V with the def2-TZVPD basis set) on a structure of composition C46H58Cl4GeInNO6SSe in a non-equilibrium geometry.

Values from the calculation:
Net charge: -1
Kohn-Sham gap (spin up / spin down), eV: 6.87 / 5.36
Relative energy (zero: lowest compared OMol25 entry of this formula, charge and spin), kcal per mole: 18.34
⟨S²⟩: 0.75
Spin multiplicity: 2
Highest occupied orbital energy (spin up / spin down), eV: -4.887 / -4.887

Positions of all 119 atoms, in Å:
In  11.21  15.02  17.81
Se  11.24  15.05  20.51
Ge  8.06  17.55  17.59
Cl  8.58  18.90  19.13
Cl  6.09  17.04  17.97
Cl  7.96  18.77  15.87
Cl  12.32  17.77  8.46
S  11.12  18.40  17.24
O  10.89  14.30  12.96
O  11.61  12.99  18.17
O  11.39  14.49  15.70
O  13.25  15.43  18.07
O  11.31  17.30  18.27
O  10.01  16.20  15.76
N  7.95  13.99  18.00
C  12.08  10.19  18.20
C  12.77  16.57  10.84
C  16.91  17.20  18.14
C  11.82  11.03  19.47
C  12.89  9.74  23.49
C  11.54  11.18  21.92
C  11.50  22.27  18.01
C  8.95  14.56  10.91
C  11.67  19.90  17.93
C  12.44  15.75  11.90
C  10.43  9.34  23.26
C  15.01  15.99  21.82
C  17.24  14.76  18.39
C  11.28  11.37  24.44
C  9.92  14.84  13.85
C  15.19  15.85  19.35
C  10.86  10.29  17.28
C  11.20  15.13  11.92
C  12.29  8.72  18.53
C  10.50  15.22  15.20
C  12.67  22.32  18.74
C  13.34  10.66  17.45
C  15.58  15.62  16.77
C  11.36  13.14  20.54
C  15.62  16.21  23.20
C  14.97  17.45  23.84
C  10.96  21.06  17.62
C  11.58  12.43  19.34
C  13.30  23.62  19.15
C  11.87  16.75  9.82
C  11.35  12.54  21.79
C  10.64  16.11  9.81
C  13.32  21.14  19.12
C  10.27  15.30  10.88
C  15.35  15.00  24.10
C  16.17  15.85  18.17
C  15.72  16.02  20.63
C  12.40  18.14  15.99
C  13.08  15.51  20.47
C  12.83  19.92  18.70
C  8.97  14.53  17.94
C  17.13  16.42  23.13
C  11.78  10.48  20.72
C  11.52  10.42  23.25
C  13.80  15.60  19.24
C  13.67  15.71  21.69
H  13.30  11.72  17.21
H  14.25  10.45  18.02
H  15.37  17.63  24.84
H  14.28  14.79  24.17
H  10.98  23.20  17.79
H  14.08  23.92  18.46
H  8.18  15.12  11.44
H  9.43  15.73  13.45
H  13.40  18.17  16.45
H  11.05  9.70  16.37
H  17.37  17.30  22.55
H  13.89  17.36  23.94
H  17.66  17.20  17.34
H  11.97  9.43  20.81
H  16.78  13.76  18.37
H  15.72  15.19  25.12
H  17.99  14.83  17.61
H  17.53  16.55  24.13
H  14.82  16.36  16.53
H  13.11  9.02  22.69
H  13.69  17.12  10.81
H  8.59  14.37  9.91
H  10.04  20.96  17.05
H  11.41  8.27  19.01
H  10.00  9.84  17.78
H  13.10  15.58  12.73
H  12.48  8.18  17.60
H  10.64  11.31  17.02
H  11.19  13.15  22.67
H  16.40  15.69  16.05
H  9.07  13.60  11.42
H  13.69  10.47  23.51
H  10.63  8.60  22.49
H  16.21  18.03  17.96
H  12.56  24.42  19.16
H  17.73  14.87  19.35
H  12.03  12.17  24.49
H  13.32  19.00  18.97
H  12.20  17.17  15.55
H  14.21  21.20  19.72
H  15.12  14.64  16.68
H  17.41  17.41  19.06
H  15.16  18.36  23.24
H  13.73  23.54  20.15
H  12.85  9.20  24.45
H  13.15  8.58  19.19
H  10.30  11.88  24.37
H  17.63  15.54  22.69
H  9.44  9.78  23.08
H  13.02  15.66  22.56
H  11.31  10.83  25.40
H  10.41  8.81  24.22
H  15.82  14.09  23.72
H  9.96  16.25  8.97
H  9.17  14.07  14.09
H  12.26  18.94  15.26
H  13.41  10.09  16.51
H  16.78  16.19  20.68